{
  "formula": "C4H10OS",
  "method": "ωB97M-V with the def2-TZVPD basis set",
  "symbols": ["C", "C", "C", "C", "O", "S", "H", "H", "H", "H", "H", "H", "H", "H", "H", "H"],
  "coordinates": [[-0.132, 1.495, -0.705], [-2.308, -0.291, 0.363], [3.245, -0.397, 0.240], [-1.032, -0.861, -0.299], [0.428, 0.589, 1.568], [0.407, 0.195, 0.183], [-0.005, 2.514, -0.439], [-0.095, 1.264, -1.847], [-3.215, -0.752, -0.086], [-2.210, -0.645, 1.410], [-2.244, 0.818, 0.257], [3.350, -0.308, 1.372], [2.877, -1.392, 0.003], [2.955, 0.422, -0.385], [-1.102, -0.747, -1.403], [-0.919, -1.903, -0.231]],
  "forces_ev_per_angstrom": [[0.111, -0.303, -3.907], [0.844, -0.846, 0.268], [-0.303, -0.949, 2.352], [-1.185, 1.625, -1.500], [-0.141, -0.071, 2.349], [-0.239, -0.801, -1.554], [0.234, 0.552, 0.555], [-0.279, 0.570, 2.087], [0.542, 0.539, 0.262], [-0.571, 0.765, -0.343], [-0.571, -0.937, 0.323], [0.052, 0.438, -1.828], [0.311, 0.148, -0.503], [0.359, 0.273, -0.090], [0.254, 0.344, 0.521], [0.582, -1.349, 1.009]],
  "e_above_lowest_kj_mol": 547.3,
  "e_tot_ha": -631.6162
}


{
  "formula": "C33H43Cl2IN7OPS2Ti",
  "method": "ωB97M-V with the def2-TZVPD basis set",
  "symbols": ["Ti", "C", "C", "C", "C", "C", "C", "C", "N", "C", "C", "C", "C", "C", "C", "C", "N", "C", "C", "C", "C", "H", "H", "H", "H", "H", "H", "H", "H", "H", "H", "H", "H", "H", "H", "H", "H", "H", "H", "H", "H", "H", "H", "H", "H", "Cl", "C", "C", "C", "C", "C", "Cl", "C", "S", "H", "H", "H", "S", "C", "N", "C", "N", "C", "N", "C", "N", "C", "P", "C", "C", "H", "H", "H", "H", "H", "H", "H", "H", "H", "H", "H", "H", "N", "C", "O", "C", "I", "H", "H", "H", "H"],
  "coordinates": [[-0.207, 1.538, 0.499], [4.525, -3.765, -1.165], [3.173, -3.863, -0.442], [2.280, -4.866, -1.173], [3.388, -4.368, 0.992], [2.541, -2.480, -0.394], [3.066, -1.479, 0.416], [2.383, -0.294, 0.580], [1.219, -0.035, -0.039], [0.799, -0.919, -0.942], [1.408, -2.144, -1.127], [-0.388, -0.472, -1.720], [-0.613, -0.893, -3.013], [-1.623, -0.319, -3.775], [-2.413, 0.619, -3.124], [-2.143, 0.980, -1.820], [-1.117, 0.466, -1.118], [-1.814, -0.627, -5.254], [-0.916, -1.773, -5.721], [-3.278, -1.005, -5.524], [-1.459, 0.636, -6.052], [4.995, -4.751, -1.208], [5.207, -3.088, -0.644], [4.398, -3.399, -2.186], [2.729, -5.858, -1.115], [2.167, -4.618, -2.232], [1.287, -4.920, -0.720], [3.822, -5.370, 0.964], [2.439, -4.423, 1.534], [4.068, -3.729, 1.557], [4.003, -1.613, 0.940], [2.755, 0.480, 1.236], [0.958, -2.842, -1.820], [0.053, -1.631, -3.438], [-3.247, 1.094, -3.626], [-2.749, 1.701, -1.290], [-1.112, -2.692, -5.161], [0.144, -1.524, -5.622], [-1.109, -1.978, -6.775], [-3.589, -1.849, -4.903], [-3.396, -1.289, -6.572], [-3.957, -0.173, -5.329], [-0.408, 0.903, -5.916], [-2.066, 1.488, -5.742], [-1.634, 0.462, -7.117], [-3.587, 4.270, -0.681], [-2.887, 4.696, 0.872], [-2.879, 6.047, 1.172], [-2.328, 6.476, 2.364], [-1.781, 5.551, 3.232], [-1.799, 4.206, 2.911], [-1.062, 3.147, 4.085], [-2.366, 3.712, 1.725], [-2.486, 1.980, 1.359], [-3.297, 6.752, 0.466], [-2.308, 7.531, 2.607], [-1.323, 5.866, 4.160], [3.523, 3.149, 2.913], [2.185, 2.700, 2.151], [1.207, 2.309, 1.615], [-1.535, -2.737, 4.130], [-1.688, -1.409, 4.717], [-0.525, -1.131, 5.560], [0.754, -1.248, 4.854], [0.837, -2.577, 4.252], [-0.291, -2.906, 3.374], [-0.284, -2.052, 2.180], [-0.414, -0.229, 2.557], [-1.872, -0.371, 3.693], [0.913, -0.184, 3.854], [-2.380, -2.934, 3.468], [-1.542, -3.470, 4.937], [-0.522, -1.850, 6.381], [-0.613, -0.125, 5.971], [0.863, -3.313, 5.057], [1.765, -2.649, 3.680], [-1.119, -2.332, 1.532], [0.639, -2.236, 1.629], [-2.753, -0.592, 3.093], [-2.041, 0.593, 4.168], [0.888, 0.789, 4.344], [1.890, -0.277, 3.377], [-0.418, 4.452, -2.337], [0.356, 3.831, -1.406], [-0.298, 3.011, -0.624], [1.705, 4.087, -1.284], [1.256, 6.188, 0.487], [-1.407, 4.448, -2.139], [-0.051, 5.304, -2.727], [2.198, 4.711, -2.015], [2.306, 3.491, -0.618]],
  "forces_ev_per_angstrom": [[-1.010, 0.036, 0.986], [0.044, 0.040, 0.019], [0.054, 0.033, -0.055], [-0.028, -0.005, -0.051], [-0.021, -0.015, 0.050], [-0.195, -0.188, -0.182], [0.175, 0.185, 0.092], [-0.049, 0.075, 0.000], [0.657, -0.031, 0.019], [-0.556, -0.004, -0.368], [0.110, -0.318, -0.073], [0.498, -0.218, 0.296], [0.104, -0.256, -0.317], [0.181, -0.119, -0.068], [-0.201, 0.144, 0.094], [-0.032, -0.129, 0.213], [-0.537, -0.350, -0.733], [-0.109, -0.035, 0.011], [0.018, -0.040, 0.026], [-0.010, -0.009, 0.061], [0.023, 0.022, -0.041], [-0.017, 0.044, 0.002], [-0.042, -0.044, -0.030], [0.004, -0.025, 0.036], [-0.007, 0.023, -0.016], [0.012, -0.020, 0.049], [0.049, -0.012, -0.018], [-0.019, 0.040, 0.011], [0.050, 0.003, -0.024], [-0.032, -0.029, -0.032], [-0.086, -0.013, 0.051], [-0.008, 0.002, 0.040], [0.046, 0.005, 0.067], [-0.034, 0.057, -0.008], [0.076, 0.016, 0.026], [0.018, 0.110, 0.016], [0.005, 0.032, -0.038], [-0.054, -0.014, -0.011], [0.006, 0.009, 0.021], [0.022, 0.022, -0.041], [-0.007, 0.016, 0.018], [0.038, -0.033, 0.007], [-0.051, -0.005, 0.003], [0.007, -0.022, -0.017], [0.019, 0.012, 0.059], [0.026, -0.103, 0.181], [0.046, 0.005, -0.106], [-0.030, -0.022, -0.052], [0.013, 0.057, 0.041], [0.050, 0.101, 0.036], [-0.023, -0.030, -0.039], [-0.088, -0.089, -0.146], [0.027, -0.123, 0.006], [-0.012, 0.335, 0.084], [0.018, -0.035, 0.006], [0.007, -0.057, -0.020], [-0.007, -0.026, -0.034], [-0.183, -0.088, -0.170], [0.105, -0.007, 0.275], [0.868, 0.351, 0.631], [0.121, 0.211, -0.067], [-0.025, 0.053, -0.053], [0.020, -0.017, -0.224], [0.022, 0.047, -0.018], [-0.142, 0.186, -0.091], [0.036, -0.001, -0.065], [0.020, 0.044, 0.244], [-0.051, -0.322, -0.005], [0.161, -0.134, 0.115], [-0.159, -0.143, 0.070], [-0.024, -0.018, -0.003], [0.004, -0.042, 0.041], [0.002, -0.016, 0.036], [-0.002, 0.026, 0.025], [-0.004, -0.036, 0.035], [0.011, -0.015, 0.000], [-0.030, -0.038, -0.041], [0.048, -0.030, -0.077], [-0.096, -0.021, -0.021], [-0.038, 0.053, 0.003], [0.028, 0.061, 0.007], [0.070, 0.007, 0.009], [-0.081, -0.015, -0.195], [-0.189, -0.032, 0.219], [0.329, 0.811, -0.925], [0.088, 0.034, -0.008], [0.016, 0.009, -0.012], [-0.006, 0.071, 0.068], [-0.022, 0.028, 0.019], [-0.015, -0.036, 0.018], [-0.017, 0.014, 0.054]],
  "e_above_lowest_kj_mol": 39.5,
  "e_tot_ha": -4947.2644,
  "spin_multiplicity": 3
}


{
  "formula": "C28H49N2NdO2P3",
  "method": "ωB97M-V with the def2-TZVPD basis set",
  "symbols": ["Nd", "P", "P", "P", "H", "C", "C", "H", "C", "C", "C", "C", "C", "C", "C", "C", "C", "H", "H", "H", "H", "H", "H", "H", "H", "H", "H", "H", "H", "H", "H", "H", "H", "H", "H", "H", "H", "H", "H", "H", "H", "H", "H", "H", "H", "H", "C", "C", "C", "C", "C", "C", "O", "H", "H", "H", "H", "H", "H", "C", "N", "N", "C", "O", "C", "C", "C", "C", "C", "C", "C", "C", "C", "H", "H", "H", "H", "H", "H", "H", "H", "H", "H", "H", "H"],
  "coordinates": [[-2.002, 0.578, 0.246], [-2.367, -2.268, -0.431], [0.883, -1.118, 1.106], [2.923, -2.624, -3.496], [-2.331, 2.866, -1.192], [-2.295, 1.882, -1.696], [-3.380, 0.981, -1.627], [-4.294, 1.239, -1.053], [-3.998, -2.183, 0.437], [-1.544, -3.603, 0.517], [-2.802, -3.139, -1.977], [2.272, 0.057, 0.851], [0.486, -0.754, 2.871], [1.909, -2.635, 1.389], [2.449, -3.006, -5.242], [2.339, -3.970, -2.379], [4.743, -2.410, -3.328], [-1.616, 1.903, -2.560], [-3.584, 0.278, -2.440], [-4.646, -1.393, 0.027], [-3.897, -2.018, 1.520], [-4.467, -3.158, 0.258], [-1.345, -3.278, 1.546], [-0.582, -3.869, 0.057], [-2.194, -4.490, 0.539], [-3.298, -2.446, -2.669], [-3.483, -3.972, -1.742], [-1.903, -3.529, -2.476], [3.152, -0.288, 1.412], [1.984, 1.054, 1.201], [2.530, 0.111, -0.216], [0.881, -1.552, 3.516], [-0.599, -0.694, 3.045], [0.932, 0.203, 3.166], [2.951, -2.343, 1.581], [1.891, -3.301, 0.516], [1.541, -3.186, 2.264], [2.357, -4.099, -5.336], [3.164, -2.621, -5.999], [1.461, -2.536, -5.415], [2.057, -4.896, -2.912], [1.431, -3.550, -1.895], [3.083, -4.194, -1.595], [5.374, -2.922, -4.074], [5.079, -2.667, -2.311], [4.849, -1.316, -3.465], [1.055, 0.559, -3.305], [2.048, 1.502, -2.997], [2.457, 2.325, -4.045], [1.845, 2.224, -5.296], [0.672, 1.479, -5.449], [0.198, 0.690, -4.409], [0.974, -0.653, -2.663], [1.806, -1.137, -2.517], [2.561, 1.487, -2.032], [3.278, 3.034, -3.912], [2.249, 2.795, -6.143], [0.123, 1.534, -6.387], [-0.636, -0.009, -4.538], [-0.415, 3.827, 5.247], [-0.082, 3.590, 3.852], [-0.912, 2.984, 2.948], [-0.267, 3.006, 1.732], [-0.613, 2.259, 0.740], [0.887, 3.789, 1.882], [0.977, 4.118, 3.213], [2.038, 4.868, 3.917], [-1.949, 2.047, 3.311], [-3.032, 1.881, 2.413], [-3.976, 0.857, 2.659], [-3.798, 0.001, 3.752], [-2.721, 0.183, 4.617], [-1.808, 1.226, 4.425], [0.291, 3.298, 5.905], [-1.426, 3.491, 5.474], [-0.344, 4.901, 5.470], [1.604, 3.969, 1.100], [1.686, 5.822, 4.331], [2.495, 4.294, 4.735], [2.837, 5.102, 3.203], [-3.223, 2.655, 1.650], [-4.864, 0.774, 2.025], [-4.535, -0.784, 3.957], [-2.595, -0.481, 5.471], [-0.979, 1.366, 5.121]],
  "forces_ev_per_angstrom": [[3.396, -2.393, 4.603], [0.037, -0.695, 0.104], [0.535, 0.506, 0.434], [0.418, 0.906, 0.502], [0.190, -0.742, 0.531], [-3.982, 0.490, -3.373], [0.488, 3.545, -3.300], [0.616, -0.226, 0.465], [0.053, -0.030, -0.096], [0.115, 0.122, 0.127], [-0.079, 0.255, -0.284], [0.046, 0.197, -0.259], [-0.170, 0.058, 0.345], [-0.289, -0.622, -0.461], [-0.093, -0.305, 0.198], [-0.312, -0.415, -0.230], [0.134, 0.128, -0.477], [0.274, -0.724, 0.386], [0.570, -0.220, 0.393], [0.004, -0.254, -0.004], [0.044, -0.148, -0.249], [-0.230, 0.301, 0.252], [-0.073, -0.097, -0.176], [-0.288, 0.092, 0.031], [0.182, 0.221, -0.015], [0.055, -0.279, 0.101], [0.233, 0.239, -0.098], [-0.223, 0.181, 0.238], [-0.265, 0.238, -0.121], [0.074, -0.080, -0.176], [-0.050, -0.011, 0.298], [-0.142, 0.381, -0.059], [0.225, -0.094, 0.014], [-0.078, -0.155, 0.046], [-0.385, -0.037, -0.060], [0.083, 0.130, 0.265], [0.000, 0.063, -0.357], [0.034, 0.335, -0.276], [-0.332, -0.190, 0.640], [0.530, -0.309, -0.002], [0.211, 0.280, 0.343], [0.392, -0.433, -0.184], [-0.251, 0.066, -0.413], [-0.280, 0.072, 0.360], [-0.181, 0.059, -0.369], [0.300, -0.618, 0.069], [0.230, -0.906, 0.181], [-0.163, -0.447, -0.485], [0.020, 0.267, -0.200], [-0.078, 0.560, -0.159], [-0.212, 0.625, -0.108], [0.822, -0.188, -0.150], [-2.708, 1.271, 1.505], [1.152, -0.077, -0.701], [-0.050, -0.139, -0.422], [-0.215, -0.310, 0.001], [-0.291, -0.250, 0.464], [0.160, -0.088, 0.151], [0.420, 0.191, 0.004], [-0.046, 0.444, 0.738], [0.175, 0.398, 0.451], [-0.634, -0.615, 0.033], [1.188, 0.405, 0.324], [-1.085, -0.733, -0.226], [-0.486, -0.657, -0.750], [-0.219, -0.186, 0.306], [0.590, 0.365, 0.060], [0.590, 0.116, -0.652], [-0.294, 0.132, 0.662], [0.430, 0.347, -0.065], [-0.268, -0.218, -0.137], [-0.032, 0.346, 0.184], [-0.157, -0.325, -0.131], [-0.202, 0.080, -0.273], [0.127, 0.179, -0.127], [-0.093, -0.340, -0.135], [0.013, 0.125, 0.036], [-0.068, -0.240, -0.088], [-0.252, 0.046, -0.152], [-0.225, -0.033, 0.181], [0.087, -0.253, 0.337], [0.198, 0.025, 0.248], [0.353, 0.331, -0.115], [-0.055, 0.159, -0.177], [-0.255, -0.200, -0.318]],
  "charge": 3,
  "e_tot_ha": -2940.7351,
  "spin_multiplicity": 4
}